The following is a DFT calculation (ωB97M-V/def2-TZVPD) of 9 unconnected molecules or ions with the total composition C27H80O35P8S in a non-equilibrium geometry.

Results
DFT total energy   -6839.8742 Eh
Multiplicity   1
HOMO   -10.360 eV
SMILES   CCOS(C)(=O)=O.COP(=O)(OC)OC.COP(=O)(OC)OC.COP(=O)(OC)OC.COP(=O)(OC)OC.COP(=O)(OC)OC.COP(=O)(OC)OC.COP(=O)(OC)OC.COP(=O)(OC)OC
Gap between HOMO and LUMO   10.799 eV

```
151
Properties=species:S:1:pos:R:3:mulliken_charge:R:1
H -4.1604 -0.4234 0.2673 -0.084
H 10.0588 -2.9996 0.6688 0.314
C 6.9878 2.2784 -2.3274 -0.576
O 1.8545 -3.9049 3.8342 -0.303
O -4.0511 -3.6165 -3.8318 -0.190
H -3.1722 2.7277 -0.6159 -0.076
H 0.0568 0.7798 2.1228 -0.702
O -3.9406 1.6415 -4.1493 -0.753
C 0.7656 2.0665 0.5956 -0.114
O -4.6931 2.8595 -2.0156 0.333
P -3.2765 -2.2304 -3.6951 0.274
H 9.6069 -3.6069 -0.9123 0.285
H -1.1549 1.6760 -2.9116 0.329
H -1.3817 -4.3391 -2.5984 0.066
O 0.8504 -1.6615 4.1494 -0.252
O 0.1064 6.5757 1.3019 -0.238
H -4.1270 -5.9623 -1.7457 0.164
H -0.6440 8.3601 4.2799 0.290
H -8.3488 2.4193 -3.2867 0.251
H -1.2636 -1.6639 3.8860 0.212
H 5.3141 -0.2983 -0.7474 0.308
H 10.3722 3.7175 -6.4539 0.235
H -3.8847 -7.1885 -0.4983 0.312
O 8.0648 -3.5520 0.5006 -0.332
C -7.4448 2.5113 -2.6941 -0.603
O -4.0217 -5.2115 0.1249 -0.299
O -3.5890 -3.4622 1.8925 -0.580
H -3.0189 -6.9007 3.6924 0.251
O -4.0154 1.2876 1.4794 1.007
H 6.0744 1.7027 -2.2248 0.217
H 8.6116 4.0563 -6.4888 0.266
O -2.5008 -5.7353 2.0950 -0.208
H -5.7571 -3.8730 -5.0195 0.274
O -6.4133 0.7420 0.9214 -0.781
H -4.2948 -5.9776 3.1103 0.381
H 6.9384 -0.5842 -1.3204 0.311
H -0.1938 -2.9524 -2.4783 0.140
H 7.6924 1.9687 -1.5501 0.265
H -1.7174 -5.0156 5.5793 0.260
C -0.6962 -5.0560 5.1908 -0.818
H 1.4774 0.1720 1.2814 0.449
H -2.5325 3.8451 2.8824 0.478
O -1.7735 -4.2144 0.2999 -0.182
C 3.1692 -3.3739 3.5146 -0.674
H -7.1488 3.5288 -2.4545 0.318
H -7.6542 3.2480 1.3809 0.316
O 9.5595 0.6118 -3.8123 -0.310
O -5.7116 2.9590 2.0415 -0.274
O 6.0134 -3.5485 1.8482 -0.160
H -0.0628 -5.2526 6.0553 0.425
C -4.6754 -4.0174 -5.0518 -0.843
O -0.2676 1.5797 -0.3141 -0.044
O 7.5156 2.0138 -3.6303 -0.279
H 7.5843 -4.8388 2.4938 0.366
O -1.6183 7.0636 3.0114 -0.347
C -1.1064 -3.3355 -2.9244 -0.867
H -1.1525 -0.0576 -3.1995 0.405
O -2.2615 5.6878 0.9600 -0.571
O 0.2325 -0.7913 -0.7876 -0.756
C -3.4937 0.0698 0.9722 -0.359
H 9.5659 4.4481 -5.0475 0.332
H -6.5837 4.7124 1.3834 0.261
H -5.5351 -0.9364 -1.4059 0.117
H 6.3888 -4.4614 3.7163 0.307
H -3.5789 4.3727 -1.1800 0.454
H -5.2216 4.3724 -6.2166 0.264
H 3.1848 -2.9992 2.4939 0.262
H -5.1985 1.2463 5.2236 0.345
C 1.0234 1.0656 1.7111 -0.334
H -4.5044 -5.0872 -5.1772 0.232
P 7.0112 -2.5488 1.1487 0.909
H -2.5370 -6.1417 -1.0975 0.313
O -2.2405 -2.5033 -2.5460 1.015
P -5.5332 1.4128 1.8652 0.366
H -6.4005 3.4980 0.1530 -0.062
H 1.6856 1.4785 2.4686 0.547
H 0.2419 6.8521 3.9974 0.338
H 0.1195 -3.9012 0.9748 0.303
O -0.6196 4.7486 2.7002 -0.279
H 6.6696 3.2944 -2.0773 0.284
C 9.4548 3.7482 -5.8747 -0.663
C 9.2478 -3.0248 -0.0593 -0.533
C -3.5897 -6.1933 -0.8230 -0.662
O 1.3537 1.0129 -2.0382 -0.731
H -2.1132 0.6632 -1.8396 -0.051
H -1.0561 2.7527 3.0253 -0.024
H 9.1424 -2.0220 -0.4887 0.060
P 0.9634 -3.0770 4.8598 0.812
O 6.1534 -2.0289 -0.0602 -0.245
O 7.6723 -1.5487 1.9778 -0.707
C -3.4712 3.3313 -1.4735 -0.654
H -3.9914 1.7663 4.0937 -0.036
C -6.6599 3.6457 1.2040 -0.335
H -3.3123 -0.6417 1.7854 0.373
H -3.7987 5.0209 -5.2851 0.258
H 10.0913 -0.7395 -2.3448 0.067
C -4.6971 0.9451 4.3099 -0.367
O -2.6432 -1.7732 -4.9247 -0.885
H -0.3048 -0.4979 2.9669 -0.581
O -6.3724 1.8890 -3.4226 -0.441
H 3.8233 -4.2420 3.5585 0.231
C 0.0545 7.7493 0.4822 -0.716
H 3.5024 -2.6230 4.2270 0.401
O -4.3450 -1.2655 -3.0875 0.068
H 0.2564 2.9343 1.0134 -0.353
H -2.6182 3.2550 -2.1556 0.233
H 0.9783 7.7652 -0.0836 0.232
P -4.9368 2.4706 -3.4972 0.973
O 9.1507 2.4348 -5.3925 -0.331
H -1.2180 6.8848 5.0265 0.267
H -0.7831 7.6409 -0.2095 0.323
H 10.5760 0.8868 -1.9918 0.345
C 6.2931 -0.6683 -0.4436 -0.827
C -5.2909 -1.7296 -2.1076 -0.429
H -0.6507 -5.8316 4.4315 0.197
H -7.6160 1.9482 -1.7749 0.212
C 6.5325 -4.6049 2.6416 -0.785
H -0.5697 -2.4116 0.2737 0.044
O 1.4072 -3.0681 6.2435 -0.800
H -1.4126 3.8253 4.2981 0.364
H 5.9241 -5.4790 2.4026 0.286
H -4.8586 -2.5514 -1.5311 0.152
O 9.8377 3.0001 -2.9785 -0.685
C -0.7466 7.2863 4.1288 -0.751
C -4.4685 4.1798 -5.4562 -0.724
H 1.6657 2.3717 0.0667 0.408
O -5.1205 3.8758 -4.2202 -0.398
C -1.1992 0.7062 -2.4236 -0.712
H -0.5741 -0.3325 4.7671 0.473
H -0.0815 8.6298 1.1061 0.249
H -1.0126 -3.0287 1.8531 -0.098
H 6.6899 -0.0346 0.3496 0.452
C -0.3969 -1.0000 3.9226 0.313
H -4.0466 0.0757 4.3585 0.205
C -3.4493 -6.5732 2.7426 -0.852
C 10.4565 0.1747 -2.8130 -0.525
H -2.5040 0.2267 0.5419 -0.114
H -4.2581 -3.4891 -5.9081 0.351
C -0.7982 -3.3239 0.8177 0.050
H -0.9642 -3.3748 -4.0068 0.498
P -1.2030 5.9773 1.9232 1.083
P -3.0247 -4.5775 1.1475 0.940
S 0.1948 0.4966 -1.4024 1.243
H 11.4609 0.0312 -3.2118 0.311
O -5.6648 0.7930 3.2761 -0.423
P 9.0762 2.1234 -3.8636 1.059
O -0.4536 -3.7414 4.6515 -0.094
C -1.5074 3.7240 3.2108 -0.686
H -3.8481 3.3567 -5.8145 0.306
H -3.7723 -7.4245 2.1522 0.263
H -6.1794 -2.1039 -2.6118 0.213
```

***

The following is a DFT calculation (ωB97M-V/def2-TZVPD) of 14 unconnected molecules or ions with the total composition C27H81N2O14S in a non-equilibrium geometry.

Results
DFT total energy   -2638.0238 Eh
Multiplicity   2
HOMO (spin up / spin down)   -8.136 / -8.390 eV
Gap between HOMO and LUMO (spin up / spin down)   8.327 / 8.580 eV

```
125
Properties=species:S:1:pos:R:3:lowdin_spin:R:1
C 3.0667 1.5765 -1.6570 -0.001
H 0.5219 -6.5088 1.2783 0.000
O -4.6384 0.5644 -1.1996 0.000
H 4.7232 1.4948 -6.5158 0.000
H 2.6816 2.6223 -1.6506 0.000
O -0.1758 -4.7817 0.3686 0.000
H 1.6474 -1.7675 -2.7119 0.001
H 4.8761 -4.5936 3.0423 0.000
H 2.3552 -0.6104 -3.8614 0.000
H 3.4772 -5.5621 0.0412 0.000
C -3.8458 -7.7124 2.1794 0.000
H -6.0187 5.7270 5.1975 0.000
H -4.5762 4.9414 -1.2503 0.000
H -5.5822 2.3084 -0.6062 0.000
C 2.4821 -5.6622 -0.4033 0.000
O -6.6921 5.9290 4.5444 0.000
H 5.3539 0.1410 -7.4795 0.000
H -4.6885 3.7952 1.6802 0.000
H -3.3998 -5.8323 2.0141 0.000
H -7.8171 6.9658 5.9456 0.000
H 5.5180 2.8824 -8.1761 0.000
C 4.2628 2.3824 0.3682 0.006
H -4.9163 -7.5432 2.3201 0.000
O 7.0755 1.5031 1.9781 0.001
C 5.2058 -1.5556 1.4560 0.011
H 6.4837 1.3188 -6.7768 0.000
C 1.8687 0.4391 -8.1981 0.000
O 3.5635 -3.2735 3.8960 0.000
H -1.7432 -2.3130 -0.7123 0.000
C -2.7794 4.5131 -1.8293 0.000
H 2.4187 -2.6331 1.5444 0.000
O 2.5630 -5.4989 -1.8147 0.000
H -3.7871 1.0098 -1.2266 0.000
C 1.9536 -1.6197 -3.7467 0.001
H -8.6938 6.3621 4.5229 0.000
H 4.7677 2.0923 1.3047 0.000
H -2.2996 5.2246 -1.1513 0.000
H 1.5165 2.1727 0.4604 0.002
H -3.8055 -1.5471 1.3084 0.000
C 3.3437 -0.0990 2.2954 0.002
H 8.2232 3.1703 2.4276 0.000
H 7.7023 1.2191 1.3092 0.000
H 2.6387 1.7698 4.3190 0.000
C 0.7727 0.1452 2.6340 0.000
S 2.3416 2.3508 3.1047 0.000
C 3.8029 -0.9046 1.0565 0.027
H 2.2600 0.9614 -2.0897 0.001
H 1.9079 1.4206 -7.7314 0.000
O 5.3915 1.9635 -8.4184 0.000
H 2.0271 -1.8350 -0.0044 0.002
C 2.8534 -2.1050 0.6783 0.011
C 3.9884 -4.6150 3.6717 0.000
C -6.4278 4.6104 1.9831 0.000
C -5.6407 1.5613 -1.4009 0.000
H 5.5285 -2.2684 0.6806 0.000
H 4.2332 -5.0971 4.6216 0.000
H 3.4881 -2.8368 0.1454 0.000
O -4.1123 4.9253 -2.0935 0.000
H -1.9581 -0.5699 2.4549 0.000
H -0.2741 1.9386 1.7835 0.000
C 2.0841 0.8128 2.0706 0.000
H 2.7232 -2.3546 -4.0014 0.000
H -5.4963 2.0385 -2.3728 0.000
H 3.2018 -5.1799 3.1640 0.000
C -0.3224 -5.8137 1.3419 0.000
H 2.9063 -4.6177 -1.9824 0.000
H 2.7828 -3.3136 4.4528 0.000
H -10.7192 4.4302 -1.4330 0.000
N -3.5128 -1.6926 0.3508 0.000
H 2.7379 0.3142 -8.8478 0.000
H -7.3327 4.7839 1.4009 0.000
H 1.8066 -4.9138 0.0199 0.000
H 2.0928 -6.6573 -0.1929 0.000
C -7.9156 6.1310 5.2473 0.000
H -9.8223 5.0204 -0.0165 0.000
H -1.2585 -6.3487 1.1760 0.000
O 1.8844 -0.5520 -7.1729 0.000
H 4.1906 0.4955 2.6926 0.000
H -2.5436 0.8528 1.4836 0.000
H 0.6852 -0.8920 2.2596 0.000
H -2.7795 3.5143 -1.3799 0.000
H 5.0009 2.6052 -0.4200 0.000
H 3.5847 3.2350 0.5673 0.000
O 0.8180 -1.7890 -4.5853 0.000
N 4.0724 -0.0883 -0.1540 0.367
C 3.3470 1.2104 -0.1527 0.029
H -0.8621 1.3820 3.3466 0.000
C 5.4957 1.1895 -7.2265 0.000
O -5.4760 3.9390 1.1516 0.000
H 8.5828 1.7059 3.3877 0.000
H -10.2090 3.2816 -0.1762 0.000
H 0.9510 0.3547 -8.7853 0.000
H 1.3078 0.4575 -0.0033 0.000
H 7.0936 2.6284 3.6882 0.000
H -3.7116 -0.8496 -0.1868 0.000
H -0.1662 -5.2021 -0.4941 0.000
H -0.1921 -0.8405 0.4154 0.000
H -6.6181 1.0833 -1.3766 0.000
C -1.2606 -0.5358 0.4081 0.000
H 1.8503 -1.4082 -7.6067 0.000
O -3.2625 -6.6178 1.4795 0.000
H -1.4327 0.1315 -0.4654 0.000
H 0.9095 0.0954 3.7329 0.000
C -1.6708 0.2181 1.7243 0.000
H -3.3627 -7.8394 3.1523 0.000
O -8.7224 3.9861 -1.4368 0.000
H -2.2276 4.4834 -2.7666 0.000
O 3.9470 -0.7602 -1.2406 0.521
C -2.0645 -1.8881 0.2599 0.000
H -8.1916 5.2249 5.7930 0.000
H 5.9032 -0.6969 1.5351 0.001
H -1.6617 -2.5576 1.0405 0.000
H -6.0267 5.5655 2.3146 0.000
C 7.7900 2.2963 2.9209 0.000
H -3.7017 -8.6146 1.5887 0.000
C -9.9338 4.1898 -0.7197 0.000
H 5.0888 -1.9949 2.4604 0.000
H -8.0412 3.7747 -0.7938 0.000
C -0.4909 1.0226 2.3631 0.000
C 1.9594 1.1586 0.5511 0.015
H -0.3373 -5.3565 2.3315 0.000
H 3.9848 1.5726 -2.2643 0.000
H 3.0882 -0.8064 3.1133 0.000
H 1.1119 -1.6527 -5.4902 0.000
H -6.6695 3.9923 2.8479 0.000
```